Entry 1:
Density functional theory data (wB97M-V/def2-TZVPD) for a molecular structure, C16H28AsF6K2N5O17S2 at a distorted geometry.

Last column: Mulliken charge in e.
Cartesian coordinates (Å):
K: 6.45461 10.94559 -13.95727  0.98
K: 13.39266 12.72924 -14.32483  0.99
As: 11.54805 7.33098 -13.81176  2.05
F: 10.56267 6.14729 -12.83756  -0.51
F: 12.68223 7.39404 -12.45673  -0.48
F: 12.69021 8.37398 -14.69822  -0.49
F: 10.59370 7.30132 -15.35891  -0.50
F: 10.61832 8.72466 -13.13580  -0.54
F: 12.46556 5.86543 -14.47206  -0.53
O: 9.97034 11.24643 -19.72964  -0.48
C: 10.35513 12.12342 -18.81756  0.72
O: 11.33230 12.90711 -18.86587  -0.76
O: 9.66197 12.01716 -17.81618  -0.79
H: 9.37805 10.87757 -19.07029  0.31
C: 18.02768 5.95673 -15.27154  -0.60
N: 18.85931 7.12547 -14.93167  0.82
O: 20.04672 7.02307 -14.88653  -0.52
O: 18.27654 8.13536 -14.52954  -0.51
H: 17.99013 5.45927 -14.30241  0.26
H: 18.38677 5.36374 -16.11268  0.26
H: 17.04382 6.37249 -15.48895  0.30
C: 14.12008 0.35918 -16.85522  -0.70
N: 13.47487 -0.66379 -17.78646  0.84
O: 13.87191 -1.82593 -17.68499  -0.52
O: 12.51979 -0.35511 -18.45620  -0.50
H: 14.74918 0.85945 -17.59146  0.28
H: 14.75149 -0.21171 -16.17440  0.31
H: 13.33653 1.01325 -16.47270  0.30
C: 7.97096 2.29826 -8.31285  -0.67
N: 6.89833 3.38292 -8.18270  0.82
O: 5.75703 3.07845 -8.54266  -0.50
O: 7.16198 4.39750 -7.52783  -0.51
H: 8.42941 2.56240 -9.26581  0.28
H: 7.46418 1.33355 -8.28781  0.30
H: 8.60274 2.37545 -7.42798  0.28
C: 15.56620 12.00173 -6.23474  -0.31
C: 14.06945 11.77013 -6.63190  -0.34
O: 14.01010 11.03562 -7.88357  -0.28
S: 15.49884 11.01106 -8.59356  1.09
O: 15.58368 11.63949 -9.91595  -0.52
O: 15.99498 9.62510 -8.45629  -0.53
O: 16.23921 11.99629 -7.50301  -0.32
H: 15.98209 11.20996 -5.61167  0.29
H: 15.68135 12.91653 -5.65337  0.31
H: 13.76596 12.79184 -6.86020  0.27
H: 13.44702 11.37178 -5.83065  0.33
C: 13.93386 2.87643 -8.59684  -0.32
C: 14.94433 2.72669 -9.76883  -0.28
O: 15.51742 1.39532 -9.44155  -0.31
S: 14.33579 0.39104 -8.89040  1.08
O: 14.78772 -0.44543 -7.73516  -0.53
O: 13.62650 -0.31257 -9.96927  -0.52
O: 13.45468 1.62890 -8.26451  -0.30
H: 13.15008 3.56426 -8.91413  0.31
H: 14.39504 3.21610 -7.66945  0.28
H: 15.70993 3.50254 -9.76953  0.31
H: 14.42175 2.72644 -10.72540  0.29
N: 3.89822 7.43297 -16.37397  0.02
C: 5.03831 6.87192 -15.92533  -0.48
C: 4.86959 6.58756 -14.54501  -0.53
C: 3.63470 7.11545 -14.13816  -0.44
C: 3.04516 7.57408 -15.29832  -0.45
H: 3.72165 7.56380 -17.35977  0.22
H: 5.82445 6.68370 -16.64154  0.45
H: 5.66401 6.20343 -13.92233  0.44
H: 3.22568 7.20670 -13.14277  0.41
H: 2.10256 8.07469 -15.46358  0.39
N: 8.84717 2.98097 -22.40544  -0.03
C: 8.00187 1.92766 -22.02719  -0.41
C: 7.94076 2.07217 -20.63436  -0.43
C: 8.54317 3.26424 -20.31920  -0.51
C: 9.28096 3.70787 -21.39174  -0.33
H: 9.00966 3.10677 -23.39431  0.19
H: 7.62891 1.17795 -22.70929  0.36
H: 7.36428 1.42973 -19.98525  0.38
H: 8.60201 3.70300 -19.33409  0.40
H: 10.03268 4.47823 -21.48044  0.39

Its charge is 0. The value obtained for the frontier orbital gap is 4.45 eV. The calculation puts the LUMO energy at -2.1 eV. For the strongest force on any atom, the calculation gives 4.84 eV Å⁻¹. The calculation puts the HOMO energy at -0.24183 Ha. The value obtained for the energy is -7010.172767 hartree.

=====

Entry 2:
Density functional theory data (wB97M-V/def2-TZVPD) for a molecular structure, CH3NO3 at a distorted geometry.

Last column: natural (NBO) charge in e.
Cartesian coordinates (Å):
C: -0.32758 0.83016 0.16718  0.40
O: 0.91007 1.03823 0.63481  -0.29
O: 0.64398 -0.12317 1.56195  -0.43
O: 0.45213 -0.79526 -1.22749  -0.56
N: -0.67349 -0.22656 -0.56392  -0.30
H: 0.08681 -0.75202 0.64899  0.49
H: 0.02002 -1.41859 -1.83077  0.49
H: -1.11193 1.44722 0.60925  0.20

Its charge is 0. The energy above the lowest of the compared OMol25 structures with the same formula, charge and spin comes out at 6.230 eV. The value obtained for the frontier orbital gap is 9.95 eV. The calculation puts the LUMO energy at -0.2 eV. For the strongest force on any atom, the calculation gives 4.81 eV Å⁻¹. The calculation puts the HOMO energy at -0.37159 Ha. The value obtained for the energy is -320.113672 hartree.

=====

Entry 3:
Density functional theory data (wB97M-V/def2-TZVPD) for C5H11N in the gas phase at a distorted geometry.

Last column: natural (NBO) charge in e.
Cartesian coordinates (Å):
C: 0.63514 -0.54337 -2.47084  -0.65
C: 0.52441 0.35331 -1.25207  -0.29
C: -0.00229 -0.04342 -0.02096  0.18
C: -0.68166 -1.30185 0.23745  -0.68
N: 0.07034 0.93799 0.93580  -0.61
C: -0.46489 0.80218 2.31147  -0.40
H: 1.53902 -1.05826 -2.31436  0.21
H: 0.47761 -0.07439 -3.45222  0.22
H: -0.03609 -1.27738 -2.07235  0.21
H: 1.13370 1.32585 -1.21927  0.17
H: -1.73824 -1.10385 -0.06867  0.24
H: -0.24079 -2.13800 -0.27390  0.23
H: -0.74203 -1.60303 1.33336  0.22
H: 0.85241 1.52319 0.72436  0.39
H: -1.03025 -0.06918 2.29130  0.20
H: -1.11976 1.64957 2.59830  0.20
H: 0.34781 0.65839 3.07254  0.18

Its charge is 0. The SMILES is C/C=C(\C)NC. The energy above the lowest of the compared OMol25 structures with the same formula, charge and spin comes out at 2.000 eV. The value obtained for the frontier orbital gap is 7.96 eV. The calculation puts the LUMO energy at 1.0 eV. For the strongest force on any atom, the calculation gives 4.34 eV Å⁻¹. The calculation puts the HOMO energy at -0.25561 Ha. The value obtained for the energy is -251.789045 hartree.

=====

Entry 4:
Density functional theory data (wB97M-V/def2-TZVPD) for a molecular structure, C27H25N3O4Sr at a distorted geometry.

Last column: natural (NBO) charge in e.
Cartesian coordinates (Å):
Sr: -1.39673 0.14169 0.00798  1.86
O: 1.52419 0.24217 0.08835  -0.75
C: 2.17000 -1.05903 0.09758  0.07
C: 1.03818 -2.12355 0.13034  0.80
O: 1.33514 -3.29396 -0.01583  -0.65
O: -0.14146 -1.64338 0.29038  -0.95
C: 2.89778 -1.26192 -1.22727  0.04
C: 4.04791 -2.02404 -1.38548  -0.22
C: 4.62051 -2.19364 -2.64025  -0.21
C: 4.04559 -1.62038 -3.76121  -0.22
C: 2.87312 -0.88939 -3.62235  -0.20
C: 2.30909 -0.71729 -2.37036  -0.24
C: 2.97375 -1.13446 1.38991  -0.07
C: 4.33126 -0.85476 1.48099  -0.21
C: 4.97661 -0.85430 2.71325  -0.21
C: 4.27319 -1.12180 3.87381  -0.21
C: 2.90798 -1.37202 3.79862  -0.22
C: 2.26933 -1.37188 2.57212  -0.13
H: 2.24802 0.87769 0.05011  0.48
H: 4.47905 -2.54461 -0.54301  0.23
H: 5.52002 -2.78809 -2.73572  0.21
H: 4.49543 -1.75314 -4.73638  0.21
H: 2.39385 -0.45503 -4.49019  0.21
H: 1.39880 -0.13979 -2.27459  0.21
H: 4.90234 -0.59691 0.60018  0.22
H: 6.03611 -0.63689 2.75751  0.21
H: 4.77905 -1.12858 4.83039  0.21
H: 2.33839 -1.56715 4.69794  0.21
H: 1.20456 -1.56583 2.52613  0.21
C: 1.09255 4.74201 0.10985  -0.29
C: 0.06812 5.67497 0.10744  -0.15
C: -1.23667 5.23378 0.08906  -0.25
C: -1.53289 3.86267 0.07008  0.20
N: -0.52608 2.96316 0.06860  -0.52
C: 0.72907 3.41163 0.09096  0.06
C: -2.94259 3.36471 0.05568  -0.05
C: -3.99567 4.28986 0.03515  -0.24
C: -5.31116 3.86196 0.01731  -0.23
C: -5.58280 2.50117 0.01567  -0.22
C: -4.52795 1.59623 0.03513  -0.27
C: -3.17479 1.97668 0.05975  -0.56
H: 2.13426 5.02939 0.12740  0.22
H: 0.28441 6.73587 0.12224  0.21
H: -2.03163 5.96142 0.09168  0.22
H: 1.50098 2.65490 0.09722  0.17
H: -3.82001 5.35772 0.03111  0.19
H: -6.11563 4.58690 0.00319  0.20
H: -6.61087 2.15460 -0.00154  0.20
H: -4.77688 0.53717 0.02967  0.19
C: -4.67008 -4.70445 -0.31145  -0.43
N: -4.41909 -3.28763 -0.16678  -0.61
C: -3.21117 -2.69394 -0.28869  0.80
N: -2.14601 -3.47668 -0.54767  -0.83
O: -3.12387 -1.45271 -0.17887  -0.81
H: -5.74162 -4.87481 -0.25420  0.22
H: -4.19613 -5.28456 0.48428  0.20
H: -4.32392 -5.07476 -1.27871  0.20
H: -5.18454 -2.65678 -0.00660  0.41
H: -2.22207 -4.47541 -0.47671  0.39
H: -1.23635 -3.06484 -0.33318  0.45

Its charge is 0. The energy above the lowest of the compared OMol25 structures with the same formula, charge and spin comes out at 0.722 eV. The value obtained for the frontier orbital gap is 7.32 eV. The calculation puts the LUMO energy at 0.2 eV. For the strongest force on any atom, the calculation gives 2.22 eV Å⁻¹. The calculation puts the HOMO energy at -0.26087 Ha. The value obtained for the energy is -1539.928209 hartree.

=====

Entry 5:
Density functional theory data (wB97M-V/def2-TZVPD) for C5H8O in the gas phase at a distorted geometry.

Last column: natural (NBO) charge in e.
Cartesian coordinates (Å):
C: -1.39455 -0.16973 -0.47169  -0.08
C: -0.77175 0.79661 0.55580  -0.43
C: 0.61713 0.22623 0.78938  -0.26
C: 1.40770 0.07948 -0.46431  -0.46
C: 0.58526 -1.10194 0.13006  0.05
O: -0.69671 -1.40516 -0.34278  -0.50
H: -1.27287 0.20383 -1.49727  0.17
H: -2.46369 -0.34308 -0.30753  0.20
H: -0.72482 1.82080 0.16792  0.22
H: -1.33730 0.80200 1.48958  0.21
H: 1.10758 0.42805 1.73300  0.23
H: 1.08456 0.46010 -1.41985  0.21
H: 2.49197 0.00505 -0.33056  0.21
H: 1.36748 -1.80224 -0.03173  0.23

Its charge is 0. The SMILES is C1C[C@@H]2C[C@@H]2O1. The energy above the lowest of the compared OMol25 structures with the same formula, charge and spin comes out at 2.203 eV. The value obtained for the frontier orbital gap is 9.81 eV. The calculation puts the LUMO energy at 1.1 eV. For the strongest force on any atom, the calculation gives 2.29 eV Å⁻¹. The calculation puts the HOMO energy at -0.31918 Ha. The value obtained for the energy is -270.476941 hartree.